Record 1
DFT (the ωB97M-V functional and the def2-TZVPD basis) results for a single C14H11BrN2O4 molecule.

The geometry in ORCA input format:
```
! wB97M-V def2-TZVPD RIJCOSX def2/J DEFGRID3
* xyz 0 1
C -6.860 -1.775 0.017
O -6.449 -0.425 0.010
C -5.139 -0.072 0.005
C -4.930 1.309 0.008
C -3.669 1.859 0.004
C -2.564 1.015 -0.003
C -1.220 1.541 -0.004
N -0.920 2.818 -0.004
O 0.439 2.875 -0.004
C 0.870 1.600 -0.004
C 2.277 1.335 -0.003
C 3.342 2.205 -0.002
C 4.504 1.409 0.001
C 4.052 0.119 0.001
Br 4.977 -1.492 0.005
O 2.717 0.057 -0.001
N -0.107 0.744 -0.005
C -2.751 -0.367 -0.007
C -4.017 -0.928 -0.004
O -4.229 -2.283 -0.010
C -3.111 -3.139 -0.021
H -6.523 -2.305 -0.875
H -6.507 -2.301 0.906
H -7.950 -1.736 0.027
H -5.809 1.935 0.015
H -3.524 2.927 0.007
H 3.285 3.274 -0.003
H 5.524 1.732 0.002
H -1.869 -0.985 -0.014
H -3.521 -4.148 -0.025
H -2.491 -3.003 0.870
H -2.500 -2.993 -0.917
*
```

Strongest force on any atom (eV Å⁻¹): 1.49
ΔE to the lowest compared entry with this formula, charge and spin (eV): 0.000
Kohn-Sham gap (eV): 8.164
SMILES string: COc1ccc(-c2noc(-c3ccc(Br)o3)n2)cc1OC



Record 2
DFT (the ωB97M-V functional and the def2-TZVPD basis) results for C14H11Cl2N4PdS2 as an isolated structure.

The geometry in ORCA input format:
```
! wB97M-V def2-TZVPD RIJCOSX def2/J DEFGRID3
* xyz -1 1
Pd 1.454 0.577 1.219
C -0.234 2.762 5.621
S -1.189 3.247 4.173
C -0.523 2.217 2.863
S 0.554 0.944 3.264
N -1.113 2.610 1.782
N -1.200 0.062 -1.306
C 0.271 2.630 -0.767
C 1.088 1.603 -1.499
C 1.103 1.669 -2.890
C 1.877 0.784 -3.617
C 2.592 -0.183 -2.931
C 2.519 -0.210 -1.549
N 1.808 0.672 -0.838
H -0.553 3.438 6.417
H 0.832 2.880 5.442
H -0.438 1.735 5.911
H 0.894 2.947 0.090
H 0.482 2.415 -3.366
H 1.903 0.829 -4.699
H 3.195 -0.917 -3.449
H 3.051 -0.957 -0.976
Cl -0.939 1.480 0.364
C -2.582 2.120 -0.303
C -3.176 3.289 0.144
C -4.340 3.675 -0.497
C -4.885 2.915 -1.533
C -4.243 1.759 -1.927
Cl -4.915 0.811 -3.229
C -3.064 1.366 -1.317
N -2.310 0.130 -1.751
H -2.757 3.863 0.950
H -4.833 4.586 -0.180
H -5.790 3.219 -2.040
*
```

Strongest force on any atom (eV Å⁻¹): 0.69
ΔE to the lowest compared entry with this formula, charge and spin (eV): 0.000
Kohn-Sham gap (alpha / beta) (eV): 5.919 / 5.919



Record 3
DFT (the ωB97M-V functional and the def2-TZVPD basis) results for C14H11Cl2O4S5Y as an isolated structure.

The geometry in ORCA input format:
```
! wB97M-V def2-TZVPD RIJCOSX def2/J DEFGRID3
* xyz 0 1
Y 0.592 0.411 0.054
O 5.118 3.342 3.461
C 4.366 2.572 2.926
S 2.782 2.137 3.572
C 2.323 0.991 2.316
C 3.211 0.820 1.305
S 3.176 -0.252 -0.102
S 4.705 1.747 1.405
S 0.783 0.177 2.624
Cl -4.757 5.769 -0.779
C -3.749 4.362 -0.661
C -4.362 3.113 -0.473
C -3.610 1.974 -0.375
Cl -4.381 0.450 -0.148
C -2.188 2.006 -0.453
O -1.501 0.923 -0.355
C -1.601 3.290 -0.645
C -0.188 3.459 -0.758
O 0.676 2.572 -0.681
C -2.393 4.456 -0.749
H -5.441 3.069 -0.406
H 0.165 4.482 -0.944
H -1.909 5.413 -0.895
O 0.072 -1.732 -0.353
S 0.084 -2.985 0.515
C 1.694 -3.743 0.153
C 1.491 -4.803 -0.941
C 0.165 -4.511 -1.640
C -0.807 -4.163 -0.518
H 2.110 -4.140 1.077
H 2.308 -2.895 -0.152
H 1.447 -5.793 -0.482
H 2.330 -4.804 -1.635
H -0.186 -5.363 -2.221
H 0.255 -3.659 -2.314
H -1.055 -5.029 0.099
H -1.726 -3.666 -0.826
*
```

Strongest force on any atom (eV Å⁻¹): 0.51
ΔE to the lowest compared entry with this formula, charge and spin (eV): 0.326
Kohn-Sham gap (eV): 6.461